No. 1
The following is a DFT calculation (ωB97M-V/def2-TZVPD) of a structure of composition C41H60BrN7O7PW in a non-equilibrium geometry.

Last column: Löwdin spin population.
Atoms and positions in Å:
1 W 0.082 -0.843 0.229  1.618
2 O 6.013 -0.130 2.104  0.009
3 C 4.888 -0.221 1.717  0.002
4 C 3.639 0.461 2.341  0.002
5 O 3.620 1.261 3.241  0.007
6 C 2.535 -0.077 1.544  0.000
7 C 2.949 -0.880 0.529  0.005
8 O 2.007 -1.331 -0.257  0.049
9 C 4.403 -1.048 0.492  0.004
10 O 5.084 -1.658 -0.298  0.010
11 O 1.235 0.128 1.616  0.067
12 Br -2.610 -1.529 -3.349  0.001
13 C -3.387 -1.323 -1.638  0.001
14 C -4.780 -1.415 -1.617  0.000
15 C -5.435 -1.410 -0.400  0.001
16 C -4.670 -1.347 0.758  0.000
17 C -3.303 -1.223 0.618  0.001
18 N -2.645 -1.168 -0.553  0.005
19 C -2.463 -1.155 1.869  0.013
20 O -2.932 -1.380 2.960  0.033
21 O -1.232 -0.775 1.627  0.045
22 H -5.313 -1.507 -2.551  0.000
23 H -6.512 -1.482 -0.355  0.000
24 H -5.087 -1.389 1.752  0.000
25 C 1.025 -4.688 -3.136  0.001
26 N 1.477 -3.308 -3.029  0.009
27 C 2.663 -2.930 -3.805  0.001
28 C 2.874 -1.494 -3.346  0.001
29 N 1.535 -1.058 -2.941  0.013
30 C 0.791 -0.440 -4.043  0.001
31 C 0.906 -2.222 -2.458  0.015
32 N -0.032 -2.159 -1.546  0.017
33 C -0.573 -3.405 -0.989  0.011
34 C 0.371 -3.927 0.075  0.005
35 N 0.438 -2.974 1.188  0.005
36 C 0.687 -3.510 2.363  0.003
37 N 0.591 -2.954 3.595  0.002
38 C 0.166 -1.646 4.057  0.000
39 C 0.706 -3.952 4.648  0.000
40 C 1.053 -5.237 3.904  0.000
41 N 1.101 -4.817 2.508  0.001
42 C 2.089 -5.467 1.661  0.000
43 H 1.638 -5.162 -3.899  0.000
44 H -0.010 -4.747 -3.465  0.000
45 H 1.154 -5.246 -2.208  0.000
46 H 2.468 -3.038 -4.876  0.000
47 H 3.498 -3.574 -3.533  0.000
48 H 3.262 -0.844 -4.127  0.000
49 H 3.541 -1.460 -2.482  0.000
50 H -0.175 -0.100 -3.692  0.000
51 H 0.646 -1.118 -4.893  0.000
52 H 1.353 0.426 -4.386  0.000
53 H -0.746 -4.169 -1.741  0.001
54 H -1.544 -3.188 -0.540  0.003
55 H 1.353 -4.063 -0.387  0.000
56 H 0.006 -4.902 0.410  0.000
57 H -0.902 -1.626 4.281  0.000
58 H 0.402 -0.872 3.343  0.000
59 H 0.727 -1.444 4.971  0.000
60 H -0.238 -4.026 5.193  0.000
61 H 1.481 -3.653 5.357  0.000
62 H 0.315 -6.027 4.054  0.000
63 H 2.028 -5.622 4.207  0.000
64 H 2.868 -5.880 2.302  0.000
65 H 2.571 -4.752 0.998  0.000
66 H 1.666 -6.281 1.071  0.000
67 C -3.835 3.356 -2.483  0.000
68 C -4.112 3.289 -0.971  0.000
69 C -3.119 2.373 -0.241  0.000
70 C -1.738 2.501 -0.890  -0.002
71 C -1.776 1.923 -2.314  0.004
72 C -3.165 2.070 -2.951  0.000
73 P -0.365 1.793 0.095  0.006
74 C 1.193 2.599 -0.533  0.007
75 C 1.859 1.796 -1.645  0.009
76 C 3.113 2.518 -2.126  0.001
77 C 2.751 3.821 -2.857  0.000
78 C 1.378 4.341 -2.420  0.000
79 C 1.119 4.103 -0.935  0.000
80 C -0.438 2.560 1.796  -0.002
81 C -1.387 2.023 2.874  0.000
82 C -0.874 2.468 4.254  0.000
83 C -0.273 3.880 4.224  0.000
84 C -0.935 4.689 3.118  0.000
85 C -0.576 4.102 1.744  -0.001
86 H -3.183 4.204 -2.712  0.000
87 H -4.762 3.529 -3.029  0.000
88 H -5.129 2.936 -0.788  0.000
89 H -4.053 4.291 -0.541  0.000
90 H -3.447 1.332 -0.291  0.000
91 H -3.090 2.638 0.815  0.000
92 H -1.514 3.569 -0.954  -0.001
93 H -1.482 0.869 -2.291  0.005
94 H -1.039 2.439 -2.933  0.000
95 H -3.802 1.224 -2.675  0.000
96 H -3.075 2.041 -4.038  0.000
97 H 1.844 2.522 0.346  0.000
98 H 1.160 1.676 -2.474  0.001
99 H 2.099 0.790 -1.305  0.006
100 H 3.707 1.868 -2.771  0.000
101 H 3.739 2.734 -1.255  0.000
102 H 2.747 3.657 -3.937  0.000
103 H 3.513 4.578 -2.666  0.000
104 H 0.592 3.865 -3.013  0.000
105 H 1.298 5.409 -2.626  0.000
106 H 0.171 4.560 -0.660  0.000
107 H 1.876 4.643 -0.360  0.000
108 H 0.572 2.326 2.147  0.000
109 H -1.455 0.945 2.867  0.000
110 H -2.395 2.410 2.712  0.000
111 H -0.126 1.754 4.606  0.000
112 H -1.703 2.430 4.963  0.000
113 H 0.803 3.830 4.035  0.000
114 H -0.392 4.367 5.191  0.000
115 H -0.627 5.735 3.151  0.000
116 H -2.019 4.683 3.263  0.000
117 H 0.369 4.536 1.419  0.000
118 H -1.334 4.407 1.018  0.000

Summary:
Energy relative to the best compared isomer or geometry (same formula, charge and spin) = 0.0 kJ/mol
Maximum force = 1.33 eV/Å
⟨S²⟩ = 2.013
HOMO (alpha / beta) = -9.91 / -10.75 eV
Multiplicity = 3
Orbital gap (alpha / beta) = 7.06 / 7.69 eV
Charge = +1

No. 2
The following is a DFT calculation (ωB97M-V/def2-TZVPD) of a structure of composition C41H60FN3O5Sb2Se5Tl in a non-equilibrium geometry.

Last column: Mulliken charge in e.
Atoms and positions in Å:
1 Tl 0.217 -0.296 0.611  1.542
2 C 4.310 -3.064 0.458  -1.776
3 C 3.030 -2.424 1.004  1.887
4 C 3.341 -1.545 2.213  -1.273
5 C 2.023 -3.497 1.346  1.112
6 C 2.267 -4.395 2.367  -0.270
7 C 1.371 -5.411 2.655  -2.242
8 C 0.205 -5.522 1.919  -0.288
9 C -0.078 -4.654 0.878  1.027
10 C -1.427 -4.707 0.195  1.045
11 C -1.659 -6.042 -0.513  -1.674
12 C -2.529 -4.423 1.219  -1.544
13 C 0.853 -3.635 0.569  -1.466
14 N 0.588 -2.710 -0.410  0.938
15 C 0.383 -3.050 -1.683  0.195
16 C 0.938 -4.198 -2.295  -0.825
17 C 0.777 -4.435 -3.639  -0.969
18 C 0.059 -3.563 -4.444  -0.734
19 C -0.522 -2.435 -3.879  -0.692
20 C -0.354 -2.207 -2.540  0.195
21 F -0.994 -1.139 -1.963  0.011
22 H 5.033 -2.295 0.189  0.408
23 H 4.092 -3.654 -0.430  0.344
24 H 4.758 -3.715 1.207  0.376
25 H 2.601 -1.796 0.212  -0.487
26 H 3.758 -2.130 3.028  0.333
27 H 2.429 -1.073 2.582  0.011
28 H 4.058 -0.772 1.942  0.343
29 H 3.160 -4.298 2.967  0.804
30 H 1.565 -6.100 3.464  0.427
31 H -0.512 -6.281 2.193  0.314
32 H -1.478 -3.918 -0.561  -0.201
33 H -1.616 -6.870 0.191  0.304
34 H -0.903 -6.196 -1.281  0.373
35 H -2.639 -6.049 -0.990  0.458
36 H -2.605 -5.229 1.944  0.303
37 H -3.493 -4.308 0.724  0.432
38 H -2.304 -3.505 1.757  0.306
39 H 1.518 -4.866 -1.674  0.600
40 H 1.212 -5.324 -4.074  0.399
41 H -0.066 -3.765 -5.496  0.387
42 H -1.091 -1.744 -4.479  0.439
43 C 3.833 3.848 4.264  -1.188
44 N 2.605 3.974 3.524  -0.202
45 N 2.382 3.276 2.352  1.050
46 C 1.022 3.179 2.110  -0.613
47 O 0.532 2.691 1.079  0.651
48 C 0.408 3.830 3.226  -1.008
49 C 1.394 4.264 4.064  0.180
50 C 1.310 4.988 5.356  -1.669
51 C 3.418 2.957 1.461  -1.613
52 C 3.415 1.720 0.832  0.988
53 C 4.428 1.401 -0.051  -0.833
54 C 5.457 2.297 -0.285  -0.943
55 C 5.457 3.531 0.344  -0.768
56 C 4.434 3.875 1.204  0.741
57 H 4.559 3.328 3.645  0.446
58 H 3.682 3.277 5.183  0.416
59 H 4.226 4.835 4.518  0.327
60 H -0.646 3.923 3.383  0.608
61 H 0.273 5.168 5.620  0.402
62 H 1.832 5.943 5.291  0.310
63 H 1.773 4.405 6.150  0.357
64 H 2.618 1.017 1.017  0.172
65 H 4.400 0.448 -0.550  0.659
66 H 6.255 2.034 -0.963  0.450
67 H 6.258 4.231 0.162  0.406
68 H 4.408 4.851 1.666  0.547
69 O -0.450 1.295 -1.591  -1.146
70 Se 1.063 1.030 -2.368  -0.285
71 O 1.450 2.585 -2.470  -0.612
72 O 1.980 0.184 -1.431  0.314
73 O 0.856 0.428 -3.788  -0.926
74 Se -0.605 -4.898 6.220  -0.289
75 Sb 0.404 -2.670 5.748  0.636
76 Se -0.110 -0.989 7.512  -0.586
77 Se 2.881 -2.887 5.668  -0.238
78 Se -0.623 -1.780 3.632  -0.166
79 C -2.083 2.014 -4.382  -1.728
80 C -1.343 3.295 -4.037  1.812
81 C -2.229 4.501 -4.337  -1.766
82 C -0.047 3.378 -4.823  -1.545
83 Sb -0.873 3.200 -1.776  1.962
84 C 0.221 5.191 -1.078  2.083
85 C 1.695 4.913 -0.938  -2.743
86 C -0.428 5.611 0.223  -1.345
87 C -0.068 6.207 -2.161  -1.810
88 C -2.852 2.681 -0.649  1.729
89 C -3.921 3.664 -1.094  -1.892
90 C -2.584 2.793 0.839  -1.250
91 C -3.235 1.256 -1.004  -1.541
92 H -2.162 1.929 -5.466  0.563
93 H -3.091 2.015 -3.968  0.257
94 H -1.536 1.143 -4.027  0.324
95 H -2.638 4.383 -5.341  0.521
96 H -1.666 5.430 -4.314  0.337
97 H -3.061 4.585 -3.642  0.244
98 H -0.270 3.560 -5.875  0.567
99 H 0.501 2.442 -4.748  0.301
100 H 0.594 4.182 -4.464  0.117
101 H 1.857 4.081 -0.261  0.690
102 H 2.209 5.795 -0.554  0.666
103 H 2.133 4.642 -1.894  0.361
104 H -0.437 4.795 0.937  -0.202
105 H -1.447 5.955 0.053  0.371
106 H 0.140 6.436 0.656  0.546
107 H 0.349 5.903 -3.116  0.301
108 H 0.396 7.154 -1.883  0.534
109 H -1.138 6.375 -2.262  0.329
110 H -3.592 4.691 -0.957  0.290
111 H -4.822 3.510 -0.499  0.497
112 H -4.180 3.517 -2.139  0.306
113 H -2.503 3.834 1.147  0.258
114 H -1.664 2.269 1.093  -0.114
115 H -3.398 2.331 1.399  0.605
116 H -3.404 1.129 -2.071  0.161
117 H -4.151 0.980 -0.479  0.564
118 H -2.452 0.565 -0.699  0.200

Summary:
Energy relative to the best compared isomer or geometry (same formula, charge and spin) = 270.8 kJ/mol
Maximum force = 2.76 eV/Å
HOMO (alpha / beta) = -3.64 / -3.64 eV
Orbital gap (alpha / beta) = 4.04 / 4.00 eV
Charge = -1